(1)
DFT (ωB97M-V/def2-TZVPD) results for 2 unconnected molecules or ions with the total composition ClF2HSi in a non-equilibrium geometry.

For the HOMO-LUMO gap (spin up / spin down), the calculation gives 0.3253 / 0.4009 Ha. As for the spin multiplicity: 3. The energy relative to the best compared isomer or geometry (same formula, charge and spin) is 78.2 kJ/mol.

Geometry (Å):
F: -1.134 0.845 -0.856
F: 0.153 1.527 0.900
Si: -0.126 0.139 0.148
Cl: -0.496 -1.451 1.283
H: 1.604 -1.060 -1.475

=====

(2)
DFT (ωB97M-V/def2-TZVPD) results for C6H9N in the gas phase.

For the HOMO-LUMO gap (spin up / spin down), the calculation gives 0.2817 / 0.2817 Ha. As for the spin multiplicity: 1. The energy relative to the best compared isomer or geometry (same formula, charge and spin) is 375.4 kJ/mol.

Geometry (Å):
C: 1.264 -0.697 0.775
C: 0.973 0.460 -0.180
C: -0.226 0.167 -1.181
C: -1.358 -0.696 -0.633
C: 0.465 1.730 0.357
C: -0.437 1.631 1.429
N: -1.206 1.686 2.309
H: 0.407 -0.919 1.418
H: 1.531 -1.603 0.219
H: 2.110 -0.443 1.421
H: 1.847 0.655 -0.810
H: 0.233 -0.321 -2.048
H: -2.130 -0.811 -1.400
H: -1.009 -1.697 -0.363
H: -1.834 -0.256 0.249
H: -0.632 1.113 -1.563

=====

(3)
DFT (ωB97M-V/def2-TZVPD) results for 2 unconnected molecules or ions with the total composition C2H3Cl2FO in a non-equilibrium geometry.

For the HOMO-LUMO gap, the calculation gives 0.3194 Ha. As for the spin multiplicity: 1. The energy relative to the best compared isomer or geometry (same formula, charge and spin) is 159.1 kJ/mol.

Geometry (Å):
C: 0.789 -0.047 0.636
C: -0.374 0.482 -0.247
O: -0.430 0.438 -1.553
F: 1.385 -1.005 -0.152
Cl: -1.740 -1.479 0.435
Cl: -1.346 1.690 0.224
H: 1.548 0.651 1.046
H: 0.128 -0.419 1.499
H: 0.039 -0.311 -1.888

=====

(4)
DFT (ωB97M-V/def2-TZVPD) results for a molecular structure, C43H32CoN3O3P2SSe2 in a non-equilibrium geometry.

For the HOMO-LUMO gap (spin up / spin down), the calculation gives 0.1953 / 0.1955 Ha. As for the spin multiplicity: 1.

Geometry (Å):
Co: -0.765 0.612 -0.253
Se: -0.448 2.863 0.079
P: -2.242 3.514 1.257
Se: -4.073 2.600 0.819
C: -1.722 3.330 2.988
C: -0.790 4.211 3.532
C: -0.331 4.021 4.825
C: -0.796 2.948 5.576
C: -1.722 2.070 5.035
C: -2.187 2.260 3.742
C: -2.286 5.314 1.006
C: -1.505 6.010 0.094
C: -1.674 7.381 -0.060
C: -2.620 8.056 0.693
C: -3.405 7.362 1.605
C: -3.244 5.997 1.758
H: -0.422 5.045 2.946
H: 0.389 4.709 5.247
H: -0.439 2.803 6.588
H: -2.088 1.238 5.622
H: -2.926 1.592 3.315
H: -0.767 5.491 -0.502
H: -1.065 7.917 -0.776
H: -2.751 9.123 0.568
H: -4.149 7.884 2.191
H: -3.867 5.454 2.458
C: 4.832 0.825 1.103
C: 3.601 0.719 1.736
C: 2.444 0.616 0.981
C: 2.522 0.620 -0.409
C: 3.758 0.737 -1.044
C: 4.911 0.837 -0.282
P: 1.049 0.321 -1.395
C: 1.204 1.275 -2.913
C: 0.911 0.692 -4.143
C: 0.916 1.466 -5.294
C: 1.211 2.818 -5.217
C: 1.518 3.400 -3.994
C: 1.509 2.634 -2.841
C: 0.986 -1.416 -1.730
C: 1.773 -2.295 -1.098
C: 1.217 -3.670 -1.177
C: -0.921 -4.233 -1.112
C: -1.968 -3.234 -0.829
C: -3.175 -3.338 -0.258
C: -3.938 -2.151 0.075
C: -3.433 -0.908 -0.005
C: -2.046 -0.770 -0.451
C: -1.346 -1.919 -1.064
H: 5.736 0.897 1.693
H: 3.542 0.716 2.816
H: 1.481 0.537 1.471
H: 3.818 0.744 -2.125
H: 5.872 0.920 -0.771
H: 0.699 -0.367 -4.210
H: 0.688 1.010 -6.247
H: 1.204 3.422 -6.115
H: 1.760 4.453 -3.938
H: 1.744 3.093 -1.889
H: 2.681 -2.040 -0.566
H: 1.942 -4.447 -1.410
H: -1.222 -5.253 -1.324
H: -3.602 -4.313 -0.061
H: -4.952 -2.273 0.436
H: -4.004 -0.029 0.244
O: 2.079 -6.292 -3.102
S: 1.110 -7.336 -3.390
O: -0.251 -6.855 -3.505
O: 1.132 -8.374 -1.539
C: 1.149 -7.635 -0.508
N: 1.758 -8.075 0.632
C: 1.854 -7.202 1.609
C: 1.388 -5.883 1.554
C: 0.720 -5.556 0.385
N: 0.564 -6.418 -0.597
C: 0.241 -4.161 -0.001
C: 0.032 -3.586 -2.142
C: -0.303 -2.067 -2.181
N: -0.868 -1.265 0.189
C: -0.524 -2.054 1.320
C: 0.001 -3.276 1.197
H: 2.353 -7.551 2.510
H: 1.570 -5.204 2.372
H: 0.146 -4.077 -3.103
H: -0.709 -1.711 -3.127
H: -0.675 -1.579 2.281
H: 0.209 -3.745 2.151

=====

Repeat the third record exactly.
DFT (ωB97M-V/def2-TZVPD) results for 2 unconnected molecules or ions with the total composition C2H3Cl2FO in a non-equilibrium geometry.

For the HOMO-LUMO gap, the calculation gives 0.3194 Ha. As for the spin multiplicity: 1. The energy relative to the best compared isomer or geometry (same formula, charge and spin) is 159.1 kJ/mol.

Geometry (Å):
C: 0.789 -0.047 0.636
C: -0.374 0.482 -0.247
O: -0.430 0.438 -1.553
F: 1.385 -1.005 -0.152
Cl: -1.740 -1.479 0.435
Cl: -1.346 1.690 0.224
H: 1.548 0.651 1.046
H: 0.128 -0.419 1.499
H: 0.039 -0.311 -1.888